Entry 1:
The following is a quantum chemistry calculation of C23H51AlO7P as an isolated structure in a non-equilibrium geometry, from OMol25.

Structure (XYZ):
```
83
Properties=species:S:1:pos:R:3:forces:R:3
C 4.5702 -2.2406 2.8972 0.9526 -0.7112 0.4525
C 5.1058 -2.4934 1.3679 0.0955 -1.1591 -0.6670
O 4.0528 -2.7077 0.3635 0.6765 1.8006 1.4953
Al 2.9157 -1.2115 0.1863 -0.7064 -1.6669 0.7170
C 1.1189 -1.9624 -0.5704 0.2937 -0.6427 0.0396
C -0.0919 -0.8574 -0.5834 -0.6673 -1.2736 -1.0040
C -0.8800 -0.6817 0.8502 -0.4748 -0.3769 -0.6750
O -0.0168 -0.3001 1.9829 -1.5322 1.8553 -1.0373
C 0.1359 1.1584 2.1009 0.9055 0.8668 -0.1701
P 3.7983 0.5255 -1.1001 1.0754 0.9333 -0.9455
C 5.7020 0.6532 -0.7297 0.3393 0.6253 0.3644
C 3.1120 2.2333 -0.5909 -0.0491 1.4764 -0.1292
H 5.2812 -1.4263 3.3855 -1.8547 -1.6018 -0.7906
H 3.4302 -1.9918 2.9922 2.4117 -0.1326 -0.4531
H 4.7298 -3.2578 3.4996 -0.2647 2.1430 -1.1847
H 5.8494 -1.6694 0.9656 -1.4205 -1.2938 1.1820
H 5.7375 -3.5056 1.4034 -1.1275 2.0710 -0.0818
H 2.5548 -0.5491 1.6130 0.2247 0.0863 0.0867
H 0.8868 -2.9095 0.1166 0.1239 1.9669 -1.3446
H 1.3688 -2.4152 -1.6406 -0.9142 1.0401 1.9030
H 0.2859 0.1622 -1.0538 -0.7390 -1.8455 1.2947
H -0.9046 -1.2675 -1.3559 1.7384 1.1708 1.9638
H -1.4146 -1.6984 1.1752 1.4146 2.0080 -0.8176
H -1.7602 0.0982 0.7126 1.7674 -1.3611 0.2809
H 1.2533 1.4518 1.8188 -2.2750 -0.6875 0.6506
H -0.0791 1.5317 3.2010 0.3606 -0.9900 -2.0788
H -0.5520 1.7863 1.3917 1.0637 -1.4215 1.1690
H 5.9344 1.0574 0.3443 -0.3805 -0.8381 -1.8208
H 6.1620 1.4333 -1.4911 -0.6793 -1.8160 1.4319
H 6.1451 -0.4272 -0.8317 -0.6879 2.2047 -0.0054
H 2.0429 2.4054 -1.0896 2.2131 -0.4814 1.3199
H 3.0922 2.4454 0.5597 -0.1925 -0.3785 -2.0312
H 3.8144 3.0619 -1.0740 -1.3507 -1.6236 0.9417
C -4.7260 0.6061 -2.5754 0.6519 0.3904 -0.2604
C -4.0558 -0.4875 -1.7875 1.6155 -0.1499 -0.1965
O -2.8407 -0.6674 -1.8509 -2.0199 0.2617 -0.0551
C -4.9298 -1.3525 -0.9192 0.3935 -0.3625 0.3580
H -3.9725 1.1489 -3.1561 -0.0605 -0.2449 0.0666
H -5.4548 0.1736 -3.2655 -0.1689 0.0839 0.1534
H -5.2155 1.3076 -1.8952 0.0967 -0.3120 -0.4079
H -5.6676 -1.8722 -1.5355 -0.1405 0.1543 0.0883
H -5.4283 -0.7383 -0.1651 -0.1134 -0.0816 -0.2480
H -4.3104 -2.0986 -0.4100 -0.0639 0.1482 -0.1731
C 2.4665 1.0731 4.8334 0.4009 0.0693 -0.1645
C 3.1367 -0.0206 5.6213 1.6978 -0.0597 -0.2819
O 4.3519 -0.2005 5.5579 -1.5601 0.2341 0.2851
C 2.2628 -0.8855 6.4896 0.3152 -0.3671 0.1858
H 3.2200 1.6159 4.2527 -0.1685 -0.1865 0.0967
H 1.7377 0.6406 4.1433 0.0001 0.0596 0.1317
H 1.9770 1.7746 5.5136 -0.1883 -0.0941 -0.0396
H 1.5249 -1.4053 5.8733 -0.1000 0.1694 0.0816
H 1.7642 -0.2713 7.2437 -0.1691 -0.0373 -0.1410
H 2.8821 -1.6316 6.9988 -0.1006 0.1685 -0.1312
C 1.0577 -4.4253 -4.1450 -0.1920 -0.0529 -0.4609
C 0.7929 -5.8957 -3.9614 -0.5394 -0.6686 -1.0898
O 0.3115 -6.5757 -4.8662 0.5087 0.6768 0.9898
C 1.1399 -6.5019 -2.6280 -0.1527 -0.4714 -0.1076
H 0.7587 -4.1261 -5.1553 0.0549 -0.1140 0.2062
H 0.4738 -3.8496 -3.4225 0.2795 0.0383 0.1108
H 2.1243 -4.2215 -4.0211 -0.1261 0.1191 0.2450
H 0.5596 -6.0188 -1.8379 0.2673 0.1198 0.0254
H 2.2102 -6.3908 -2.4365 -0.1292 0.1937 0.1723
H 0.8950 -7.5694 -2.6399 0.0368 0.2214 -0.0481
C -8.6335 2.4371 -1.4451 0.4389 0.1806 -0.2274
C -7.9633 1.3435 -0.6572 1.5261 -0.2322 -0.0405
O -6.7481 1.1636 -0.7205 -2.1765 0.4485 0.5705
C -8.8372 0.4785 0.2112 0.3843 -0.3194 0.1555
H -7.8800 2.9799 -2.0258 -0.1577 -0.1356 0.1430
H -9.3623 2.0047 -2.1351 -0.1210 0.0961 0.1660
H -9.1230 3.1386 -0.7648 -0.1603 -0.1219 -0.0996
H -9.5751 -0.0412 -0.4051 -0.1180 0.1572 0.1141
H -9.3358 1.0927 0.9653 -0.1504 -0.0556 -0.1537
H -8.2179 -0.2675 0.7204 -0.1249 0.1792 -0.1247
C 2.1343 6.6502 -1.2724 0.0871 0.0456 0.4870
C 1.1056 5.5527 -1.3317 -0.6657 -0.8629 1.5162
O 0.6648 5.0347 -0.3069 0.5630 0.8197 -1.4121
C 0.6372 5.1138 -2.6932 -0.3058 -0.3566 0.1371
H 2.3779 6.8630 -0.2260 -0.0698 -0.0875 -0.2303
H 3.0454 6.3334 -1.7862 -0.0962 0.1354 -0.1199
H 1.7352 7.5587 -1.7304 0.1441 -0.0667 -0.1556
H 1.4816 4.7286 -3.2703 -0.0508 0.1643 -0.0739
H 0.1714 5.9538 -3.2146 0.1904 -0.0081 -0.1088
H -0.1044 4.3156 -2.5819 0.1970 0.1671 0.0093
```
Forces are in eV/Å.

Total charge = -1
E = -54893.764 eV
Highest occupied orbital energy = -0.1245 hartree



Entry 2:
The following is a quantum chemistry calculation of C5H7NO2 as an isolated structure in a non-equilibrium geometry, from OMol25.

Structure (XYZ):
```
15
Properties=species:S:1:pos:R:3:forces:R:3
C -0.9995 -0.3821 -0.5869 -0.3854 -1.6352 -0.9798
C -0.4393 1.0157 -0.2930 -3.3683 2.1985 -2.9842
C -0.4283 0.7467 1.1498 3.2193 -0.4792 1.0245
C -0.0423 -0.7627 0.6094 0.1503 2.4666 0.3578
C 1.3252 -0.3045 0.0267 2.9234 -0.5677 -0.7048
H -2.5434 -1.3727 -0.0101 -0.4114 -1.7900 0.4417
H -0.9638 -0.8915 -1.6202 1.0643 0.9001 1.3600
H -1.0023 1.8629 -0.8342 1.0959 -0.8974 1.1342
H -1.1954 0.9461 1.8045 -2.3662 -0.3253 0.9058
H 0.4706 1.2421 1.6117 -0.8752 -0.4513 -0.2727
H -0.2558 -1.4967 1.3453 0.4553 -1.3040 0.0078
H 1.3465 1.1130 -1.3623 1.3380 0.8323 -3.1999
N 0.9449 0.9517 -0.5213 0.9357 -1.9671 2.1230
O -2.3672 -0.4946 -0.2570 0.2586 2.2340 0.0902
O 2.4965 -0.7484 -0.0832 -4.0341 0.7854 0.6963
```
Forces are in eV/Å.

E = -10881.112 eV
Highest occupied orbital energy = -0.3527 hartree
Energy relative to the best compared isomer or geometry (same formula, charge and spin) = 57.8 kcal/mol



Entry 3:
The following is a quantum chemistry calculation of a 2-piece molecular cluster, C3H7NO2 overall in a non-equilibrium geometry, from OMol25.

Structure (XYZ):
```
13
Properties=species:S:1:pos:R:3:forces:R:3
N 1.9947 0.4702 0.5383 0.7490 0.2239 0.1275
C 1.5703 -0.7066 0.6081 1.5014 0.3524 1.9546
O 1.4928 -1.7351 1.1443 -1.1224 -0.3487 -1.5440
H 2.9019 0.4740 0.9813 0.3300 0.5059 0.3764
C -1.4805 0.3253 0.2916 -0.7270 0.4006 0.2436
C -0.8421 -0.1894 -0.9609 -0.1034 -0.0492 -0.5105
O 0.4774 0.2075 -1.1299 2.0142 0.8149 0.7753
H -1.4796 1.4222 0.3047 -0.0082 -0.1565 -0.0082
H -0.9901 -0.0163 1.2081 0.0181 -0.0925 -0.1459
H -2.5253 -0.0087 0.3161 0.1558 0.0888 0.1561
H -0.8251 -1.2891 -0.9628 -0.2338 0.0846 0.0071
H -1.3567 0.1277 -1.8733 -0.5437 -0.0307 0.2319
H 1.0623 0.9181 -0.4656 -2.0299 -1.7935 -1.6638
```
Forces are in eV/Å.

E = -8807.445 eV
Highest occupied orbital energy = -0.3583 hartree
Structure (SMILES) = N=C=O.CCO
Energy relative to the best compared isomer or geometry (same formula, charge and spin) = 71.1 kcal/mol



Entry 4:
The following is a quantum chemistry calculation of C4H7FN2O as an isolated structure in a non-equilibrium geometry, from OMol25.

Structure (XYZ):
```
15
Properties=species:S:1:pos:R:3:forces:R:3
C 0.9628 -1.2365 -1.1561 2.8081 -3.9630 0.9754
C -0.0433 0.5411 0.1265 -5.7021 6.0979 4.7768
C -1.4460 0.4168 -0.2504 -4.9733 -0.8188 -1.2653
C -2.4012 0.9421 0.6274 3.1379 0.5247 1.4189
H 0.7709 -1.1667 -2.2028 0.2701 1.0533 -0.7754
H 0.2667 -1.9705 -0.8085 -0.5217 -0.9212 0.1094
H 2.0698 -1.7346 -0.9105 -2.9236 1.3483 -1.1147
H 2.1108 1.3169 1.0661 -1.1370 -4.8563 -2.6710
H 2.1827 -0.8473 1.4373 -0.1372 3.8980 -3.4166
H -1.8789 -0.1596 -1.2224 1.3085 1.5497 2.3138
H -2.0180 1.3804 1.7182 -1.2574 -1.1283 -3.2676
N 0.8685 -0.1856 -0.2666 6.8828 0.4148 0.4668
N 2.1496 0.1594 0.3946 0.9676 -1.1027 4.2407
O 0.1302 1.4590 1.0245 0.1097 -1.4354 -1.5320
F -3.7247 1.0851 0.4226 1.1677 -0.6609 -0.2592
```
Forces are in eV/Å.

E = -11999.985 eV
Highest occupied orbital energy = -0.3293 hartree
Energy relative to the best compared isomer or geometry (same formula, charge and spin) = 163.1 kcal/mol



Entry 5:
The following is a quantum chemistry calculation of a 2-piece molecular cluster, C2H3ClFI overall, from OMol25.

Structure (XYZ):
```
8
Properties=species:S:1:pos:R:3:forces:R:3
C 0.3160 -0.9805 -0.8038 -0.1885 0.1547 -0.0066
C -0.5113 0.0389 -0.7126 0.0323 -0.0251 -0.1065
F -0.1805 1.2728 -1.1134 -0.0785 -0.1689 0.0960
Cl -2.1069 -0.0133 -0.0697 0.1688 0.0315 -0.0538
H 0.0279 -1.9547 -0.4633 -0.1550 -0.1681 0.0947
H 1.2992 -0.8459 -1.2131 0.1944 0.1415 -0.1002
I 1.0545 0.7684 2.5920 0.5393 -0.4724 0.5191
H 0.1011 1.7142 1.7840 -0.5129 0.5068 -0.4427
```
Forces are in eV/Å.

E = -25462.246 eV
Highest occupied orbital energy = -0.3570 hartree
Structure (SMILES) = C=C(F)Cl.I
Energy relative to the best compared isomer or geometry (same formula, charge and spin) = 8.5 kcal/mol



Entry 6:
The following is a quantum chemistry calculation of a 2-piece molecular cluster, CH7N2 overall in a non-equilibrium geometry, from OMol25.

Structure (XYZ):
```
10
Properties=species:S:1:pos:R:3:forces:R:3
N -1.6862 0.3045 0.4073 -0.4862 -3.3171 -3.2288
H -1.6768 0.5969 1.3243 0.2224 1.6322 2.7773
H -2.4325 -0.4606 0.3968 1.6215 -0.0476 0.0401
H -2.1484 0.8978 -0.2514 -0.0470 1.7478 -0.4554
H -0.6556 0.0313 0.0257 -3.3855 0.2826 1.2993
C 1.3703 -0.2073 -0.8369 -1.5580 2.8961 0.0927
N 0.8186 -0.2295 0.2919 4.9086 -1.3721 0.0119
H 0.8528 0.3967 -1.7104 0.9325 -1.5682 0.9260
H 2.4787 -0.3455 -0.8710 -0.0900 -0.6186 -0.3156
H 1.4335 -0.3980 1.2130 -2.1183 0.3650 -1.1474
```
Forces are in eV/Å.

Total charge = +2
Multiplicity = 2
E = -4107.112 eV
Highest occupied orbital energy (alpha / beta) = -0.8907 / -0.9285 hartree
<S²> = 0.758
Energy relative to the best compared isomer or geometry (same formula, charge and spin) = 17.7 kcal/mol



Entry 7:
The following is a quantum chemistry calculation of C7H16CuN5O3 as an isolated structure in a non-equilibrium geometry, from OMol25.

Structure (XYZ):
```
32
Properties=species:S:1:pos:R:3:forces:R:3
Cu 23.4005 24.9106 20.6213 1.6770 -0.6552 0.6279
C 26.6232 23.6400 21.4869 -1.0326 0.7842 -0.0609
O 25.6161 24.4806 20.9793 -0.9218 1.1838 -1.0764
H 27.5877 23.9992 21.1277 0.5694 -0.1689 -0.2762
H 26.6723 23.7779 22.5670 0.0376 -0.5245 0.3078
H 26.4690 22.5932 21.2253 0.0820 -0.2152 0.1868
C 25.2179 28.0093 23.8857 -4.5056 1.4114 2.1242
O 24.1931 28.2237 24.5434 0.9238 0.1983 -0.6815
N 25.7653 26.8316 23.8811 2.1998 -3.0529 -0.4625
N 25.7389 28.8969 23.0467 1.3403 1.8006 -2.0429
H 26.5298 26.6896 23.2366 -0.2500 -0.6705 0.4567
H 25.2857 26.0716 24.3422 0.3581 0.1808 -0.0088
H 25.3135 29.8060 22.9348 0.1043 -0.1738 0.4358
H 26.6806 28.7784 22.7015 -0.2367 0.2987 0.2329
C 26.7674 23.0956 17.2410 0.5291 -0.7104 5.6913
O 26.4777 22.7317 16.1491 -1.2717 -1.1382 -6.0686
N 26.7908 24.3097 17.6921 -0.0973 2.2187 -0.6796
N 26.9406 22.1585 18.1779 0.3267 -0.4317 -0.2985
H 27.0281 24.3920 18.6704 -0.4189 0.7797 -0.0194
H 26.3702 25.0128 17.1015 0.3227 0.4128 0.4568
H 27.1032 21.2242 17.8305 0.2613 -0.2267 0.7043
H 27.2936 22.5601 19.0347 0.2080 -1.0788 0.3772
N 27.2499 27.0055 20.4576 0.8012 2.3359 -0.1454
C 26.6636 27.9654 19.6400 -2.4483 -2.0907 0.3350
C 27.2595 29.1968 19.7418 1.8674 0.4150 -0.1436
C 28.3666 28.9128 20.4991 1.3572 3.6146 -0.1263
C 28.3062 27.6669 21.0369 -0.5928 -3.6268 0.0799
H 26.7797 26.1817 20.8045 -0.6521 -1.0227 -0.0013
H 25.7703 27.6820 19.1032 0.0193 0.0949 -0.1506
H 27.1330 30.1321 19.2168 -0.4769 -0.2539 -0.1234
H 29.2082 29.5725 20.6503 -0.0883 0.1466 0.1711
H 28.9858 27.1460 21.6950 0.0076 0.1646 0.1783
```
Forces are in eV/Å.

Total charge = +2
Multiplicity = 3
E = -65728.774 eV
Highest occupied orbital energy (alpha / beta) = -0.5346 / -0.5343 hartree
<S²> = 2.019